[1]
Computed, not measured: C2H4LaLiO4 as an isolated structure, with ωB97M-V/def2-TZVPD.

⟨S²⟩: 0.76
Spin multiplicity: 2
Energy above the lowest of the compared OMol25 structures with the same formula, charge and spin (kJ/mol): 0.0
HOMO-LUMO gap (spin up / spin down) (eV): 7.07 / 6.47
Total charge: +5

Each line ends with the Mulliken spin population.
CARTESIAN COORDINATES (ANGSTROEM)
O 2.054 0.812 -1.680  0.0002
C 2.018 -0.045 -0.792  -0.0012
H 2.893 -0.705 -0.742  0.0001
H 1.205 -0.014 -0.053  0.0004
La 1.362 4.221 -1.374  0.0000
Li -0.058 1.198 -3.531  0.0000
O 0.874 1.732 -1.824  -0.0005
C -2.205 -1.754 2.361  0.1020
O -1.481 -1.441 1.394  -0.0085
O -1.797 -0.396 0.608  0.9006
H -1.686 -2.335 3.130  0.0044
H -3.179 -1.272 2.503  0.0025

***

[2]
Computed, not measured: C2H4LiMnO as an isolated structure, with ωB97M-V/def2-TZVPD.

⟨S²⟩: 8.86
Spin multiplicity: 6
Energy above the lowest of the compared OMol25 structures with the same formula, charge and spin (kJ/mol): 305.1
HOMO-LUMO gap (spin up / spin down) (eV): 7.46 / 3.09
Total charge: +1

Each line ends with the Mulliken spin population.
CARTESIAN COORDINATES (ANGSTROEM)
C -0.016 -0.283 0.299  -0.0236
H -0.658 -0.492 1.167  -0.0181
C 0.652 -1.291 -0.320  0.0408
H 0.545 -2.317 0.028  0.0004
H 1.127 -1.143 -1.300  -0.0052
O 0.214 1.002 0.021  0.0375
Li -1.205 2.251 -0.098  -0.0019
Mn 2.168 0.687 0.141  4.3800
H -2.827 1.586 0.062  0.5900

***

[3]
Computed, not measured: C2H4LiNaO2 as an isolated structure, with ωB97M-V/def2-TZVPD.

⟨S²⟩: 1.25
Spin multiplicity: 2
Energy above the lowest of the compared OMol25 structures with the same formula, charge and spin (kJ/mol): 570.5
HOMO-LUMO gap (spin up / spin down) (eV): 3.23 / 3.18
Total charge: +1

Each line ends with the Mulliken spin population.
CARTESIAN COORDINATES (ANGSTROEM)
O 1.485 -0.674 -2.581  0.0061
Na 2.691 -0.498 -4.373  -0.0015
Li 0.400 -0.699 -1.136  0.0112
C -0.683 -0.751 1.571  0.0531
C -0.582 1.281 0.704  0.8529
O -0.621 -0.014 0.484  0.0490
H -0.030 -1.620 1.554  0.0116
H -1.506 -0.582 2.265  -0.0220
H -1.539 1.801 0.677  0.0279
H 0.386 1.756 0.836  0.0116

***

[4]
Computed, not measured: C2H4LiO2 as an isolated structure, with ωB97M-V/def2-TZVPD.

⟨S²⟩: 0.75
Spin multiplicity: 2
HOMO-LUMO gap (spin up / spin down) (eV): 4.84 / 8.00

Each line ends with the Mulliken spin population.
CARTESIAN COORDINATES (ANGSTROEM)
H -0.829 -0.555 -1.272  0.0005
C -0.544 0.126 0.895  0.5987
O -0.637 1.431 0.939  0.2483
H -1.152 -0.543 1.527  -0.0031
C 0.622 -0.464 -0.007  -0.0781
O 0.139 -0.152 -1.353  0.0904
H 0.667 -1.558 0.110  0.0300
H 1.644 -0.079 0.142  0.0436
Li 0.090 1.794 -0.982  0.0697

***

[5]
Computed, not measured: C2H4MgO4Rb as an isolated structure, with ωB97M-V/def2-TZVPD.

HOMO-LUMO gap (eV): 2.94
Total charge: +3

Each line ends with the Löwdin charge.
CARTESIAN COORDINATES (ANGSTROEM)
O 0.266 0.157 2.687  -0.0388
C -3.194 -1.025 -2.801  -0.0783
H -4.297 -0.993 -2.852  0.1083
H -2.692 -1.906 -3.243  0.0944
C 0.820 1.976 4.160  0.2085
O 1.418 1.168 3.471  0.1275
O -2.559 -0.059 -2.412  -0.0953
Rb 0.540 0.836 -1.630  0.9591
H 1.418 2.685 4.750  0.1753
H -0.280 2.053 4.112  0.1678
Mg 1.718 -2.156 2.010  1.6439
O 0.830 -0.385 1.676  -0.2722

***

[6]
Computed, not measured: an isolated molecule of C2H4N2, with ωB97M-V/def2-TZVPD.

SMILES: CNC#N
Energy above the lowest of the compared OMol25 structures with the same formula, charge and spin (kJ/mol): 114.6
HOMO-LUMO gap (eV): 10.74

Each line ends with the Löwdin charge.
CARTESIAN COORDINATES (ANGSTROEM)
C 0.876 0.266 0.162  -0.0490
N -0.258 -0.538 -0.501  -0.0335
C -1.429 0.033 -0.164  -0.3767
N -2.501 0.332 0.122  0.1357
H 1.245 1.005 -0.594  0.0944
H 0.438 0.739 0.953  0.0384
H 1.754 -0.314 0.314  0.0670
H -0.125 -1.523 -0.293  0.1237

***

[7]
Computed, not measured: an isolated molecule of C2H4N2, with ωB97M-V/def2-TZVPD.

SMILES: CN=C=N
Energy above the lowest of the compared OMol25 structures with the same formula, charge and spin (kJ/mol): 304.9
HOMO-LUMO gap (eV): 9.20

Each line ends with the Löwdin charge.
CARTESIAN COORDINATES (ANGSTROEM)
C 0.586 -0.937 -0.109  0.0923
N -0.306 0.646 -0.181  0.0253
C -1.097 1.612 -0.093  -0.4269
N -1.757 2.477 0.413  0.1034
H 1.425 -0.495 -0.550  0.0121
H 0.074 -1.677 -0.737  0.0559
H 0.651 -0.948 1.048  0.0959
H -2.440 3.069 -0.004  0.0420

***

[8]
Computed, not measured: an isolated molecule of C2H4N2, with ωB97M-V/def2-TZVPD.

SMILES: N#CCN
Energy above the lowest of the compared OMol25 structures with the same formula, charge and spin (kJ/mol): 144.9
HOMO-LUMO gap (eV): 10.66

Each line ends with the Löwdin charge.
CARTESIAN COORDINATES (ANGSTROEM)
N 1.159 1.578 2.586  0.1151
C 0.723 1.044 1.631  -0.1969
C 0.271 -0.020 0.655  -0.2698
N -0.334 0.037 -0.710  -0.0342
H 1.214 -0.594 0.476  0.1129
H -0.492 -0.687 1.182  0.1285
H -0.661 1.064 -0.814  0.1090
H -1.068 -0.622 -0.736  0.0352

***

| no. | E_tot (Eh) | F_max (eV Å⁻¹) |
| --- | --- | --- |
| 1 | -415.788976 | 2.716 |
| 2 | -1311.959394 | 1.224 |
| 3 | -398.435032 | 4.163 |
| 4 | -236.560195 | 3.090 |
| 5 | -602.402367 | 1.694 |
| 6 | -188.074651 | 4.465 |
| 7 | -188.002191 | 8.064 |
| 8 | -188.063115 | 5.156 |